[1]
# C5H9NO2

One molecule with the formula C5H9NO2 at a distorted geometry (the ωB97M-V functional and the def2-TZVPD basis, the Open Molecules 2025 dataset).

Geometry as XYZ:
```
17
Properties=species:S:1:pos:R:3:forces:R:3
C -1.7552 0.5806 -1.1434 -3.10 1.80 0.00
C -0.8157 -0.1153 -0.1609 2.26 -0.61 0.16
N -1.2540 -1.1567 0.6693 -1.79 1.29 -0.51
C 0.5850 0.1742 -0.1064 -1.89 -0.94 0.57
C 1.1559 1.2003 -0.9352 0.71 0.71 -0.70
O 0.5893 1.9723 -1.6934 -0.41 -0.18 0.06
C 1.4589 -0.3150 1.0532 -3.35 0.73 2.63
O 1.6291 -1.7073 1.4354 -0.33 1.17 -1.09
H -2.7770 0.0391 -1.1588 1.64 0.42 -0.04
H -1.4705 0.8031 -2.2559 0.12 -0.74 2.47
H -2.1481 1.6850 -0.7275 1.57 -2.77 -0.86
H -2.3114 -1.3187 0.7983 2.67 0.44 -0.24
H -0.5923 -1.4810 1.3978 -0.81 0.18 -0.80
H 2.2683 1.3386 -0.9041 -0.25 -0.49 0.45
H 1.0005 0.1589 2.0175 0.41 -0.94 -1.38
H 2.3523 0.2010 1.0421 2.36 0.69 -0.53
H 2.0850 -2.0590 0.6720 0.20 -0.75 -0.17
```
Positions in Å, forces in eV/Å.

As for the max |F|: 0.08405 Eh/bohr. Its spin multiplicity is 1. The energy relative to the best compared isomer or geometry (same formula, charge and spin) comes out at 56.8 kcal/mol. As for the frontier orbital gap: 8.93 eV. Its SMILES is C/C(N)=C(\C=O)CO.



[2]
# C5H9NO2

One molecule with the formula C5H9NO2 at a distorted geometry (the ωB97M-V functional and the def2-TZVPD basis, the Open Molecules 2025 dataset).

Geometry as XYZ:
```
17
Properties=species:S:1:pos:R:3:forces:R:3
O 0.9015 0.0640 -2.7773 -0.06 0.28 -0.31
C 0.3927 -0.4326 -1.8209 0.20 -0.28 0.23
O 0.7605 -1.6778 -1.3916 0.18 0.20 0.61
C -0.5812 0.2735 -0.8705 0.10 0.30 -0.18
C -1.0864 -0.5959 0.2733 -0.06 -0.67 0.79
C -0.2043 -0.2520 1.4734 1.19 0.32 0.87
C 0.7161 0.9347 1.0205 -1.21 -0.59 0.27
N 0.2164 1.3678 -0.2900 -0.09 0.24 0.48
H 1.6990 -1.7908 -1.6016 -0.22 -0.16 -0.50
H -1.3908 0.7231 -1.4456 0.10 -0.19 -0.21
H -0.9879 -1.6532 0.0943 0.02 -0.32 -0.47
H -2.1450 -0.4618 0.4966 0.05 0.45 -0.08
H -0.7405 -0.0054 2.3946 -0.43 0.41 -0.41
H 0.4693 -1.0096 1.8872 -0.23 -0.61 -0.76
H 1.7638 0.6475 0.9370 -0.02 0.00 0.20
H 0.5512 1.6618 1.8113 0.61 0.65 -0.38
H -0.3344 2.2068 -0.1907 -0.11 -0.03 -0.13
```
Positions in Å, forces in eV/Å.

As for the max |F|: 0.02932 Eh/bohr. Its spin multiplicity is 1. The energy relative to the best compared isomer or geometry (same formula, charge and spin) comes out at 19.0 kcal/mol. As for the frontier orbital gap: 10.02 eV. Its SMILES is O=C(O)[C@H]1CCCN1.



[3]
# C5H9NO2

One molecule with the formula C5H9NO2 at a distorted geometry (the ωB97M-V functional and the def2-TZVPD basis, the Open Molecules 2025 dataset).

Geometry as XYZ:
```
17
Properties=species:S:1:pos:R:3:forces:R:3
O 2.5790 0.2819 -0.8569 -0.24 -0.87 0.17
C 1.8838 -0.2134 0.3592 0.78 1.85 -0.33
O 1.6739 0.7720 1.1864 -0.46 -0.20 0.22
C 0.5924 -0.8329 -0.1592 -0.42 -1.88 -1.22
C -0.3645 0.2703 -0.6242 -0.88 -0.11 0.44
C -1.6814 -0.2649 -0.9414 0.75 2.12 0.04
C -2.7648 0.2138 1.0617 -0.18 0.24 -1.55
N -2.6605 -0.4175 -0.0590 -0.44 -0.73 1.02
H 2.5217 -1.0294 0.7642 -0.16 -0.11 -0.13
H 0.7853 -1.4535 -1.0451 0.25 -0.13 0.28
H 0.1329 -1.4877 0.5877 -0.06 0.28 0.11
H 0.0186 0.8637 -1.4527 0.32 -0.35 -0.10
H -0.4418 0.8934 0.2843 0.24 0.21 0.13
H 2.6135 1.2216 -0.6739 0.14 0.33 0.16
H -2.0401 -0.2783 -1.9725 0.20 -0.36 0.09
H -2.1058 1.0536 1.2871 -0.13 0.04 0.16
H -3.6646 0.0410 1.6350 0.27 -0.33 0.52
```
Positions in Å, forces in eV/Å.

As for the max |F|: 0.04438 Eh/bohr. Its spin multiplicity is 1. The energy relative to the best compared isomer or geometry (same formula, charge and spin) comes out at 130.6 kcal/mol. As for the frontier orbital gap: 4.69 eV.



[4]
# C5H9NO2

One molecule with the formula C5H9NO2 at a distorted geometry (the ωB97M-V functional and the def2-TZVPD basis, the Open Molecules 2025 dataset).

Geometry as XYZ:
```
17
Properties=species:S:1:pos:R:3:forces:R:3
O 2.1125 -0.8192 1.5055 0.08 0.20 0.00
C 0.9530 -1.0237 1.7511 0.24 -0.35 0.00
C -0.0752 -1.3867 0.7246 -0.05 -0.80 -0.14
C -1.0512 -0.2260 0.4896 -0.36 -0.35 -0.63
C -0.3472 1.0706 0.1054 0.44 0.01 0.15
N 0.5014 0.9040 -1.0660 -0.83 0.46 0.13
C 0.1406 1.0957 -2.3690 1.12 -1.35 -0.11
O 0.9455 0.8984 -3.2600 -0.31 0.45 -0.14
H 0.5940 -1.0047 2.7989 -0.04 0.19 0.06
H 0.4159 -1.8025 -0.1621 0.05 0.67 -0.08
H -0.5854 -2.2668 1.1366 -0.35 0.26 0.07
H -1.7230 -0.4201 -0.3587 0.05 -0.47 0.33
H -1.6756 -0.1560 1.3839 0.02 0.48 -0.06
H 0.3192 1.3650 0.9209 -0.17 0.32 -0.05
H -1.0589 1.8761 -0.0892 0.00 -0.09 0.18
H 1.4534 0.6247 -0.8929 0.13 -0.01 -0.28
H -0.9189 1.2712 -2.6187 -0.01 0.40 0.58
```
Positions in Å, forces in eV/Å.

As for the max |F|: 0.03420 Eh/bohr. Its spin multiplicity is 1. The energy relative to the best compared isomer or geometry (same formula, charge and spin) comes out at 21.1 kcal/mol. As for the frontier orbital gap: 10.37 eV. Its SMILES is O=CCCCNC=O.



[5]
# C5H9NO2S

One molecule with the formula C5H9NO2S at a distorted geometry (the ωB97M-V functional and the def2-TZVPD basis, the Open Molecules 2025 dataset).

Geometry as XYZ:
```
18
Properties=species:S:1:pos:R:3:forces:R:3
C -1.2660 -0.5108 1.4427 0.53 0.14 1.98
C -0.2916 -0.5472 0.3593 0.97 -0.01 -1.06
C 0.1928 -1.9895 0.1916 0.49 1.63 -0.01
O -0.4203 -2.8732 0.6911 0.16 -1.57 -0.09
O 1.3432 -2.0327 -0.4870 -0.53 -1.35 -0.19
N 0.8885 0.3336 0.4058 -0.19 2.24 0.35
C 0.6759 1.6097 -0.3931 -1.83 -1.98 -0.35
C 0.0185 1.1448 -1.7434 0.79 -0.06 0.60
S -1.2148 -0.1462 -1.2143 1.19 0.81 -0.28
H -1.4838 0.4897 1.7038 -1.08 1.07 -0.12
H -0.9959 -0.9715 2.3851 1.11 -0.17 0.20
H -2.0296 -1.1747 1.1953 -2.03 -0.32 -0.66
H 1.4625 -1.1117 -0.7610 0.68 0.22 0.16
H 1.1428 0.6491 1.3836 -0.53 -0.97 -1.38
H 1.6110 2.0284 -0.6097 1.42 0.71 -0.11
H 0.0442 2.3328 0.1300 -0.06 -0.08 -0.05
H -0.5317 1.9545 -2.2402 0.16 -0.23 0.23
H 0.8543 0.8149 -2.4399 -1.25 -0.07 0.76
```
Positions in Å, forces in eV/Å.

As for the max |F|: 0.05295 Eh/bohr. Its spin multiplicity is 1. The energy relative to the best compared isomer or geometry (same formula, charge and spin) comes out at 17.1 kcal/mol. As for the frontier orbital gap: 9.71 eV. Its SMILES is C[C@]1(C(=O)O)NCCS1.



[6]
# C5H9NO2S

A 2-piece molecular cluster, C5H9NO2S overall at a distorted geometry (the ωB97M-V functional and the def2-TZVPD basis, the Open Molecules 2025 dataset).

Geometry as XYZ:
```
18
Properties=species:S:1:pos:R:3:forces:R:3
C 3.0356 1.3599 1.8330 -1.17 0.72 2.42
C -0.1803 -0.5274 -0.2452 -1.42 0.40 -2.65
C -1.5646 -0.7568 -0.7671 -2.04 -0.28 0.78
C -0.3901 -0.2180 -1.4998 0.22 -0.51 1.11
C 0.0811 0.3862 -2.7574 1.73 0.48 -0.41
N 1.9161 0.8000 2.0559 -0.44 0.69 -0.67
O 1.2442 3.1420 3.0227 0.61 1.35 0.30
O -0.3699 1.7759 1.7622 -1.52 -0.76 2.62
S 0.6815 1.8293 2.9530 0.98 -1.68 -0.73
H 3.7482 0.9657 1.1670 0.71 -0.90 -0.83
H 3.3776 2.2171 2.4486 -0.39 0.11 -0.66
H 0.4694 -0.6341 0.5424 1.24 -0.12 1.63
H -0.1512 1.9475 0.8819 1.21 0.49 -2.38
H -1.9674 -1.7543 -0.8871 0.66 -0.74 -0.51
H -2.5151 -0.2360 -0.4327 1.48 0.67 -0.27
H -0.8443 0.7771 -3.2580 1.39 0.16 0.07
H 0.6970 -0.2824 -3.4719 -1.42 0.58 1.15
H 0.9083 1.1390 -2.4213 -1.83 -0.66 -0.98
```
Positions in Å, forces in eV/Å.

As for the max |F|: 0.06080 Eh/bohr. Its spin multiplicity is 1. The energy relative to the best compared isomer or geometry (same formula, charge and spin) comes out at 122.9 kcal/mol. As for the frontier orbital gap: 9.45 eV.



[7]
# C5H9NO2S2

One molecule with the formula C5H9NO2S2 at a distorted geometry (the ωB97M-V functional and the def2-TZVPD basis, the Open Molecules 2025 dataset).

Geometry as XYZ:
```
19
Properties=species:S:1:pos:R:3:forces:R:3
C 1.2661 1.4745 -0.0565 1.01 -2.17 1.71
C 1.4470 -0.9113 -0.3162 0.59 0.11 -0.75
C -2.0408 -0.3995 1.2447 2.41 -0.69 -3.43
C -1.8520 0.4156 -0.0794 -3.06 3.23 1.56
C -0.6778 0.0799 -0.9409 -1.18 -0.01 -0.91
N 0.6174 0.3026 -0.3761 0.99 -0.93 1.09
O 0.9366 2.5929 -0.0112 -1.89 2.29 -1.15
O 2.4947 1.2303 0.5495 0.84 -1.98 -0.29
S 4.3309 -1.1433 -0.4025 -0.23 0.52 0.70
S 2.8871 -0.4749 0.7324 0.09 0.73 -1.65
H 1.1741 -1.9059 0.1415 -1.02 1.36 -0.27
H 1.7110 -1.1204 -1.3856 0.61 -0.12 1.10
H -1.9460 -1.4341 0.7667 -0.01 0.74 1.80
H -1.1868 -0.0360 1.8235 -0.09 -0.96 0.46
H -2.9414 -0.2717 1.7700 -1.18 0.26 0.39
H -1.8585 1.5357 0.2178 0.66 -1.50 -0.47
H -2.8188 0.4674 -0.6703 1.15 -0.80 0.22
H -0.6626 -1.0057 -1.1078 -0.43 0.25 -0.42
H -0.8803 0.6038 -1.8995 0.73 -0.32 0.32
```
Positions in Å, forces in eV/Å.

As for the max |F|: 0.09169 Eh/bohr. Its spin multiplicity is 1. The energy relative to the best compared isomer or geometry (same formula, charge and spin) comes out at 33.4 kcal/mol. As for the frontier orbital gap: 8.99 eV.



Q: Which of these has the highest frontier orbital gap?
A: number 4



Q: energy relative to the best compared isomer or geometry (same formula, charge and spin) of number 7 (C5H9NO2S2)?
A: 33.4 kcal/mol



Q: Which value of energy relative to the best compared isomer or geometry (same formula, charge and spin) does entry 2 give?
A: 19.0 kcal/mol